No. 1
Entry from the Open Molecules 2025 dataset: a cluster of 2 separate species, C19H30BrN4OS in total in a non-equilibrium geometry (ωB97M-V/def2-TZVPD).

CARTESIAN COORDINATES (ANGSTROEM)
C: 1.23678 -4.74736 1.97693
C: 0.83259 -5.18421 0.55779
C: -0.51781 -4.64823 0.07092
C: -0.65101 -3.10950 0.21859
C: -1.09005 -2.40665 -1.07165
C: -0.64436 -0.91902 -1.06535
C: -1.83905 0.01698 -0.87452
C: -1.47487 1.47625 -0.52445
C: -0.84150 1.42183 0.80821
N: -0.27329 1.41108 1.80584
C: -0.50717 2.10073 -1.58834
C: 0.69109 2.87598 -1.02354
C: 1.95067 2.07909 -0.64063
C: 2.33386 0.95281 -1.60650
S: 4.11797 0.81638 -1.96965
C: 4.88570 1.11650 -0.43977
N: 5.45526 0.19970 0.26804
N: 5.99421 0.83275 1.37507
C: 5.69968 2.07468 1.25121
O: 5.00657 2.33966 0.13385
C: -2.75382 2.37702 -0.41460
C: -2.45106 3.58833 0.36030
N: -2.23878 4.57855 0.91164
C: -4.00889 1.68688 0.13575
C: -3.95868 1.34213 1.63203
H: 1.02360 -5.52952 2.70343
H: 0.75536 -3.82196 2.28908
H: 2.30803 -4.54294 2.00148
H: 1.58098 -4.89072 -0.18086
H: 0.80277 -6.27660 0.55448
H: -0.57213 -4.84626 -1.00211
H: -1.36919 -5.11820 0.56603
H: 0.31845 -2.72453 0.53721
H: -1.37378 -2.84093 0.99228
H: -0.64223 -2.88299 -1.94665
H: -2.17326 -2.45321 -1.20679
H: -0.21977 -0.72683 -2.05146
H: 0.08524 -0.74066 -0.27698
H: -2.47479 0.03108 -1.76661
H: -2.45783 -0.41261 -0.08285
H: -0.23977 1.37326 -2.35215
H: -1.11760 2.84611 -2.10109
H: 1.00373 3.56987 -1.81098
H: 0.37826 3.51395 -0.19552
H: 2.77074 2.79734 -0.62264
H: 1.86982 1.71410 0.38240
H: 1.85174 1.02383 -2.57993
H: 2.05551 0.00268 -1.15472
H: 5.98298 2.85870 1.93097
H: -3.00707 2.74655 -1.41178
H: -4.29711 0.81346 -0.44848
H: -4.82769 2.39900 -0.00032
H: -4.93765 1.36600 2.10410
H: -3.23791 1.95281 2.17373
H: -3.59948 0.31297 1.74300
Br: -1.19400 6.21386 2.92654

total charge	-1
calculated total energy	-4008.4281	a.u.

No. 2
Entry from the Open Molecules 2025 dataset: a cluster of 10 separate species, C4H26O10 in total in a non-equilibrium geometry (ωB97M-V/def2-TZVPD).

CARTESIAN COORDINATES (ANGSTROEM)
C: 1.19318 0.02060 1.08322
C: 0.36933 -1.14123 0.57163
C: -0.34443 -1.31324 -0.51193
O: -0.24025 -0.40741 -1.55665
C: -1.20436 -2.47843 -0.80360
H: 1.84169 0.32975 0.26483
H: 1.84632 -0.28959 1.90198
H: 0.52273 0.71656 1.55924
H: 0.32089 -1.88038 1.36064
H: -3.25911 -0.39856 -0.89875
H: -0.71592 -2.98115 -1.65377
H: -2.23966 -2.43649 -1.14455
H: -1.30672 -3.23990 -0.02934
H: 3.36973 -1.17450 -1.10948
H: 2.87157 -0.55323 -2.49089
O: 3.01714 -1.35111 -1.98263
H: 0.90616 3.24177 2.29070
H: 1.55946 2.17976 3.29401
O: 0.76885 2.47179 2.84442
H: -3.25821 -0.24399 2.10466
H: -3.57057 0.67430 1.05049
O: -3.77869 -0.24228 1.28653
H: 1.87287 2.02082 -1.13632
H: 2.56450 3.32623 -1.26554
O: 2.35762 2.65933 -0.60150
H: -1.04956 1.66366 3.53143
H: -1.13149 0.44384 2.57342
O: -1.63196 0.97184 3.19925
H: 1.20820 -3.69063 -1.11612
H: 2.58554 -3.72112 -0.73734
O: 1.73033 -3.94812 -0.34502
H: -3.51446 0.58098 -2.12152
H: -1.04947 -0.38044 -2.08006
O: -3.64253 -0.30438 -1.77989
H: 1.19822 1.71594 -3.49174
H: 1.25761 0.36532 -2.75299
O: 1.77791 1.15811 -2.96394
H: -1.33677 2.67396 1.92284
H: -0.46493 2.47622 0.74987
O: -1.40076 2.48539 0.98442

ΔE to the lowest compared entry with this formula, charge and spin	60.7	kJ/mol
calculated total energy	-920.3462	a.u.

No. 3
Entry from the Open Molecules 2025 dataset: a cluster of 4 separate species, C9H26O4 in total in a non-equilibrium geometry (ωB97M-V/def2-TZVPD).

CARTESIAN COORDINATES (ANGSTROEM)
O: 0.58369 0.91350 0.74830
H: 1.53832 0.97414 0.78336
H: 0.38902 0.72012 -0.16873
C: 2.28449 -1.48852 -5.45690
C: 3.27055 -1.19448 -4.26306
C: 4.51507 -0.45571 -4.72410
O: 2.68053 -0.53928 -3.15676
H: 1.45143 -2.11103 -5.13041
H: 2.84210 -2.05568 -6.20222
H: 1.91192 -0.62784 -6.01235
H: 3.75290 -2.10069 -3.89670
H: 5.23745 -0.27275 -3.92862
H: 4.28300 0.55446 -5.06143
H: 4.95833 -0.91892 -5.60561
H: 1.77698 -0.84253 -3.27187
C: -2.80668 -1.86415 -1.38000
C: -2.19757 -2.90657 -0.46733
C: -3.21903 -3.83305 0.10553
O: -1.27181 -3.70633 -1.20855
H: -2.24730 -0.95152 -1.58567
H: -3.79145 -1.51057 -1.07455
H: -2.95822 -2.28600 -2.37357
H: -1.48977 -2.43445 0.21401
H: -3.77867 -3.45454 0.96088
H: -2.79387 -4.76052 0.48910
H: -3.90114 -4.13367 -0.68975
H: -0.64886 -4.11486 -0.60304
C: -0.74256 4.41295 4.13706
C: -0.54281 3.39482 5.30014
C: -1.13189 3.84908 6.61659
O: -1.18478 2.24858 4.94679
H: 0.01700 5.19472 4.13938
H: -1.68600 4.93306 4.30293
H: -0.83290 3.96323 3.14828
H: 0.53472 3.25306 5.38333
H: -1.95234 4.55682 6.49801
H: -0.35947 4.38602 7.16720
H: -1.55672 3.10365 7.28887
H: -0.93354 2.10534 4.03139

ΔE to the lowest compared entry with this formula, charge and spin	134.3	kJ/mol
calculated total energy	-659.4036	a.u.

What orbital gap values result from the calculations? In sequence: 4.6494, 8.7988, 10.2534 eV.